No. 1
Formula: C5H9NO2S
Source: OMol25
Level of theory: wB97M-V/def2-TZVPD

```
18
C5H9NO2S, DFT wB97M-V/def2-TZVPD
C 1.23 -2.09 -0.43
C 0.34 -1.20 0.01
C -0.20 -2.57 -0.39
C 0.68 2.41 0.93
C -0.06 0.10 0.58
N 1.17 1.09 0.76
O -1.59 0.25 -1.95
O -2.82 0.00 0.15
S -1.72 0.83 -0.35
H 2.19 -2.47 -0.46
H -0.76 -2.40 -1.31
H -0.47 -3.29 0.43
H 0.55 2.88 0.01
H -0.29 2.43 1.35
H 1.38 3.04 1.52
H -0.62 -0.08 1.56
H -0.74 0.08 -2.30
H 1.70 1.00 -0.13
```

Values from the calculation:
**Relative energy (zero: lowest compared OMol25 entry of this formula, charge and spin)**: 126.5 kcal per mole
**Net charge**: 0
**HOMO-LUMO gap**: 9.12 eV
**Electronic energy**: -799.1572 Eh
**Molecular weight**: 147.2 g/mol

***

No. 2
Formula: C12H20N3
Source: OMol25
Level of theory: wB97M-V/def2-TZVPD

```
35
C12H20N3, DFT wB97M-V/def2-TZVPD
C 0.20 -0.80 -2.49
C 0.44 -1.01 -1.19
C -0.65 0.63 1.01
C 0.62 0.00 0.97
C -1.07 1.39 2.25
C 1.61 0.24 2.13
C -3.68 -0.13 0.37
C -3.02 1.28 -1.66
C 3.54 -0.07 -0.68
C 2.56 -2.29 -1.39
C -2.74 0.98 -0.10
C 2.42 -1.19 -0.26
N 0.04 -0.60 -3.66
N -1.41 0.48 0.00
N 1.08 -0.66 -0.12
H -2.14 1.67 2.18
H -1.12 0.79 3.08
H -0.48 2.23 2.49
H 1.01 0.54 2.93
H 2.21 -0.64 2.38
H 2.42 0.91 1.85
H -4.62 0.34 0.33
H -3.47 -0.32 1.50
H -3.56 -0.92 -0.30
H -2.50 0.46 -2.10
H -2.71 2.28 -1.95
H -4.08 1.11 -1.77
H 3.17 0.33 -1.63
H 4.50 -0.50 -0.63
H 3.58 0.78 -0.01
H 1.78 -2.99 -1.15
H 3.37 -2.88 -1.10
H 2.67 -1.75 -2.39
H -2.83 1.95 0.42
H 2.86 -1.65 0.68
```

Values from the calculation:
**Relative energy (zero: lowest compared OMol25 entry of this formula, charge and spin)**: 8.2 kcal per mole
**2S+1**: 3
**Net charge**: +1
**HOMO-LUMO gap (alpha / beta)**: 7.59 / 7.45 eV
**Electronic energy**: -633.0400 Eh
**Molecular weight**: 206.3 g/mol
**Expectation value of S²**: 2.092

***

No. 3
Formula: C2H8NO
Source: OMol25
Level of theory: wB97M-V/def2-TZVPD

```
12
C2H8NO, DFT wB97M-V/def2-TZVPD
O -1.75 0.96 -1.35
H -0.20 -0.13 -0.77
H -2.66 0.64 -1.46
H -1.84 1.92 -1.43
C 1.33 -1.27 0.26
C 0.09 0.69 0.96
N 0.39 -0.16 0.07
H 2.34 -1.02 -0.01
H 0.96 -2.13 -0.29
H 1.34 -1.55 1.31
H -0.63 1.49 0.81
H 0.64 0.57 1.90
```

Values from the calculation:
**Relative energy (zero: lowest compared OMol25 entry of this formula, charge and spin)**: 17.2 kcal per mole
**Net charge**: +1
**HOMO-LUMO gap**: 11.51 eV
**Electronic energy**: -210.7257 Eh
**Molecular weight**: 62.1 g/mol

***

No. 4
Formula: C22H32N2O6
Source: OMol25
Level of theory: wB97M-V/def2-TZVPD

```
62
C22H32N2O6, DFT wB97M-V/def2-TZVPD
C 2.68 4.69 -3.08
C 1.87 3.80 -2.15
O 0.79 4.57 -1.61
C -0.18 3.91 -1.00
O -0.29 2.70 -1.01
C -1.11 4.84 -0.27
C -0.54 5.05 1.15
N -0.33 3.81 1.85
C 0.85 3.13 1.63
O 1.81 3.68 1.12
N 0.93 1.86 2.12
C -0.19 1.03 2.49
C -0.73 0.26 1.28
C 0.38 -0.60 0.65
C -0.08 -1.21 -0.69
C -1.24 -2.19 -0.55
O -1.45 -2.76 -1.83
C -2.44 -3.68 -1.98
C -2.60 -4.19 -3.27
C -3.58 -5.12 -3.54
C -4.42 -5.57 -2.52
C -4.26 -5.07 -1.24
C -3.28 -4.13 -0.96
C 0.75 -1.74 1.58
O 0.13 -2.07 2.56
O 1.84 -2.39 1.15
C 2.30 -3.49 1.93
C 3.16 -3.03 3.09
C 1.61 0.29 0.38
C 2.04 1.05 1.63
H 3.06 5.55 -2.53
H 2.06 5.05 -3.90
H 3.52 4.13 -3.48
H 2.47 3.45 -1.31
H 1.46 2.94 -2.68
H -2.10 4.38 -0.21
H -1.17 5.80 -0.78
H 0.44 5.54 1.08
H -1.22 5.67 1.74
H -1.16 3.26 1.98
H -0.98 1.63 2.96
H 0.16 0.32 3.24
H -1.55 -0.38 1.60
H -1.08 0.96 0.53
H 0.76 -1.73 -1.15
H -0.38 -0.40 -1.36
H -2.15 -1.68 -0.22
H -0.99 -2.97 0.18
H -1.95 -3.83 -4.05
H -3.70 -5.51 -4.54
H -5.18 -6.30 -2.73
H -4.90 -5.41 -0.45
H -3.18 -3.76 0.04
H 1.43 -4.05 2.30
H 2.87 -4.11 1.23
H 3.98 -2.42 2.73
H 2.56 -2.44 3.79
H 3.55 -3.89 3.62
H 2.43 -0.32 0.01
H 1.34 1.02 -0.39
H 2.87 1.72 1.41
H 2.33 0.36 2.43
```

Values from the calculation:
**Relative energy (zero: lowest compared OMol25 entry of this formula, charge and spin)**: 0.0 kcal per mole
**Net charge**: 0
**SMILES**: CCOC(=O)CCNC(=O)N1CCC(CCOc2ccccc2)(C(=O)OCC)CC1
**HOMO-LUMO gap**: 9.18 eV
**Electronic energy**: -1418.5416 Eh
**Molecular weight**: 420.5 g/mol

***

No. 5
Formula: C8H14O
Source: OMol25
Level of theory: wB97M-V/def2-TZVPD

```
23
C8H14O, DFT wB97M-V/def2-TZVPD
C 3.46 -0.60 -0.17
C 2.17 0.06 -0.09
C 2.11 1.44 0.54
C 1.09 -0.45 -0.77
C -0.31 0.21 -0.91
C -1.33 -0.52 0.00
C -2.65 0.17 -0.13
C -3.77 -0.37 0.77
H 4.20 0.12 -0.77
H 3.80 -1.01 0.84
H 3.50 -1.46 -0.52
H 1.25 1.93 0.87
H 2.39 1.08 1.62
H 2.63 2.05 0.29
H 0.84 -1.57 -0.96
H -0.71 0.02 -1.81
H -0.35 1.40 -0.88
H -1.13 -0.24 1.31
H -1.75 -1.61 -0.31
H -4.51 0.51 1.03
H -3.74 -1.18 1.32
H -4.30 -1.08 -0.24
O -2.88 1.08 -1.04
```

Values from the calculation:
**Relative energy (zero: lowest compared OMol25 entry of this formula, charge and spin)**: 169.5 kcal per mole
**Net charge**: 0
**HOMO-LUMO gap**: 9.32 eV
**Electronic energy**: -388.1718 Eh
**Molecular weight**: 126.2 g/mol

***

No. 6
Formula: C8H10CuN2O
Source: OMol25
Level of theory: wB97M-V/def2-TZVPD

```
22
C8H10CuN2O, DFT wB97M-V/def2-TZVPD
C -0.62 1.12 -1.93
C 0.71 0.91 -1.50
C 0.86 1.55 -0.23
C -0.36 2.22 0.07
C -1.28 1.94 -0.96
Cu 0.38 -1.03 0.62
N -3.63 -0.11 1.19
C 0.49 -2.29 -0.62
C 1.86 -2.03 -0.44
H 1.77 1.57 0.37
H 1.45 0.27 -1.97
H -0.56 2.79 0.98
H -2.32 2.26 -1.00
H -1.05 0.72 -2.85
H 2.40 -1.62 -1.30
H 0.08 -3.14 -0.07
H -2.99 -0.94 1.10
H 2.42 -2.48 0.39
H 0.18 -2.24 -1.68
O -0.05 0.31 4.46
C 0.10 0.19 3.28
N 0.17 0.03 2.09
```

Values from the calculation:
**Relative energy (zero: lowest compared OMol25 entry of this formula, charge and spin)**: 0.0 kcal per mole
**2S+1**: 2
**Net charge**: -2
**HOMO-LUMO gap (alpha / beta)**: 3.74 / 2.85 eV
**Electronic energy**: -2135.8040 Eh
**Molecular weight**: 213.7 g/mol
**Expectation value of S²**: 0.761

***

No. 7
Formula: C47H45BrCrNO3P3S2
Source: OMol25
Level of theory: wB97M-V/def2-TZVPD

```
103
C47H45BrCrNO3P3S2, DFT wB97M-V/def2-TZVPD
Cr -1.25 0.29 0.42
Br -0.45 2.00 -2.50
C -0.93 2.98 -0.96
C -0.87 4.36 -1.02
C -1.26 5.07 0.10
C -1.69 4.39 1.22
C -1.72 3.01 1.19
N -1.32 2.31 0.12
C -2.18 2.19 2.40
O -2.55 2.81 3.38
O -2.11 0.93 2.21
H -0.53 4.84 -1.93
H -1.22 6.15 0.09
H -2.02 4.88 2.13
C 2.57 0.79 -0.81
P 1.46 0.53 0.62
C 2.35 -0.79 1.54
C 2.61 -1.97 0.84
C 3.18 -3.07 1.46
C 3.50 -3.01 2.81
C 3.27 -1.83 3.51
C 2.70 -0.73 2.88
C 1.53 2.03 1.68
C 0.86 1.98 2.91
C 0.79 3.09 3.73
C 1.38 4.28 3.33
C 2.00 4.36 2.10
C 2.07 3.24 1.27
P 4.28 1.50 -0.71
C 4.78 1.23 -2.47
C 6.15 1.37 -2.76
C 6.62 1.23 -4.05
C 5.73 0.97 -5.09
C 4.38 0.85 -4.82
C 3.91 0.98 -3.52
C 5.25 0.20 0.15
C 5.79 0.53 1.39
C 6.60 -0.37 2.08
C 6.88 -1.60 1.52
C 6.35 -1.94 0.28
C 5.55 -1.05 -0.40
H 2.03 1.47 -1.47
H 2.60 -0.17 -1.33
H 2.37 -2.04 -0.22
H 3.37 -3.97 0.89
H 3.93 -3.86 3.31
H 3.53 -1.77 4.56
H 2.56 0.18 3.45
H 0.34 1.07 3.21
H 0.25 3.02 4.67
H 1.32 5.16 3.97
H 2.44 5.29 1.76
H 2.56 3.34 0.31
H 6.85 1.57 -1.95
H 7.68 1.33 -4.26
H 6.09 0.86 -6.11
H 3.68 0.65 -5.63
H 2.84 0.89 -3.34
H 5.57 1.51 1.82
H 7.01 -0.10 3.05
H 7.52 -2.30 2.05
H 6.57 -2.91 -0.16
H 5.15 -1.31 -1.37
S -4.41 -2.08 1.15
P -4.62 -1.11 -0.55
S -3.09 0.02 -1.28
C -6.01 0.06 -0.38
C -7.21 -0.07 -1.07
C -8.26 0.81 -0.82
C -8.11 1.82 0.12
C -6.91 1.96 0.80
C -5.86 1.08 0.56
C -5.10 -2.22 -1.92
C -5.55 -3.50 -1.65
C -5.92 -4.35 -2.69
C -5.84 -3.91 -4.00
C -5.40 -2.63 -4.28
C -5.03 -1.78 -3.24
H -7.34 -0.86 -1.80
H -9.19 0.70 -1.36
H -8.93 2.50 0.31
H -6.78 2.75 1.54
H -4.93 1.18 1.10
H -5.60 -3.83 -0.61
H -6.26 -5.36 -2.47
H -6.13 -4.58 -4.81
H -5.35 -2.28 -5.30
H -4.67 -0.78 -3.46
C -0.97 -1.80 3.01
C -0.89 -2.63 1.76
O -1.06 -1.80 0.59
C -0.82 -2.48 -0.66
C -1.61 -3.76 -0.80
H -0.14 -1.10 3.08
H -1.90 -1.25 3.05
H -0.92 -2.47 3.87
H -1.68 -3.38 1.74
H 0.08 -3.13 1.67
H 0.26 -2.67 -0.75
H -1.12 -1.78 -1.43
H -1.21 -4.57 -0.19
H -1.58 -4.07 -1.84
H -2.66 -3.59 -0.52
```

Values from the calculation:
**Relative energy (zero: lowest compared OMol25 entry of this formula, charge and spin)**: 18.9 kcal per mole
**2S+1**: 5
**Net charge**: 0
**HOMO-LUMO gap (alpha / beta)**: 7.37 / 7.24 eV
**Electronic energy**: -7537.5499 Eh
**Molecular weight**: 960.8 g/mol
**Expectation value of S²**: 6.015

***

No. 8
Formula: C12H26F6NO6
Source: OMol25
Level of theory: wB97M-V/def2-TZVPD

```
51
C12H26F6NO6, DFT wB97M-V/def2-TZVPD
O -0.37 0.29 -0.12
H -0.44 1.15 0.45
H 0.26 -0.34 0.37
H -1.27 -0.19 -0.13
C -3.33 -1.40 0.06
O -2.49 -1.08 -1.08
O -2.53 -1.40 1.11
C -4.48 -0.36 0.11
F -4.98 -0.20 1.34
F -4.10 0.87 -0.29
F -5.51 -0.73 -0.70
C -2.77 -1.76 -2.28
C -1.68 -1.44 -3.30
H -1.38 -0.40 -3.34
H -0.79 -2.04 -3.06
H -2.01 -1.74 -4.29
H -3.70 -1.38 -2.73
H -2.87 -2.84 -2.16
H -3.77 -2.41 -0.10
C -0.88 3.36 0.75
O 0.07 3.11 -0.28
O -1.03 2.28 1.50
C -0.58 4.67 1.56
F -1.36 4.77 2.64
F 0.70 4.80 1.98
F -0.81 5.77 0.77
C 0.23 4.05 -1.31
C 1.16 3.48 -2.36
H 1.29 4.04 -3.28
H 2.17 3.28 -2.00
H 0.83 2.49 -2.67
H 0.65 4.95 -0.86
H -0.71 4.22 -1.86
H -1.83 3.63 0.25
C 2.93 -0.47 1.75
C 2.39 -1.53 0.77
C 3.15 -2.84 0.88
O 3.28 -3.28 2.21
C 3.85 -4.55 2.31
N 0.96 -1.71 1.11
H 2.77 -0.80 2.78
H 2.32 0.44 1.65
H 3.98 -0.27 1.55
H 2.34 -1.09 -0.23
H 4.17 -2.70 0.49
H 2.74 -3.60 0.21
H 3.11 -5.33 2.07
H 4.22 -4.68 3.32
H 4.65 -4.75 1.59
H 0.64 -2.59 0.73
H 0.79 -1.76 2.11
```

Values from the calculation:
**Relative energy (zero: lowest compared OMol25 entry of this formula, charge and spin)**: 10.2 kcal per mole
**Net charge**: -1
**HOMO-LUMO gap**: 6.83 eV
**Electronic energy**: -1578.2227 Eh
**Molecular weight**: 394.3 g/mol

***

- Which of these has the highest relative energy (zero: lowest compared OMol25 entry of this formula, charge and spin)?
  C8H14O